<i>
12
Properties=species:S:1:pos:R:3 method="wB97M-V/def2-TZVPD" spin_multiplicity=1 charge=0 orbital_gap_ev=10.29 homo_energy_ev=-9.72
C 0.356 1.187 0.325
C 0.494 -0.070 -0.533
N 1.040 -1.198 0.030
O -1.465 -1.129 0.875
O -2.598 -0.016 -1.027
O -1.037 1.343 0.394
S -1.420 -0.133 -0.204
H 0.641 1.067 1.379
H 0.851 2.133 -0.218
H 0.918 0.086 -1.534
H 0.845 -1.294 1.016
H 1.375 -1.975 -0.502

<ii>
12
Properties=species:S:1:pos:R:3 method="wB97M-V/def2-TZVPD" spin_multiplicity=1 charge=0 orbital_gap_ev=10.98 homo_energy_ev=-10.40
C -0.433 -1.217 0.324
C -0.466 0.038 -0.528
N -1.202 1.147 0.040
O 1.593 1.082 0.988
O 2.458 0.083 -1.091
O 0.982 -1.383 0.499
S 1.410 0.141 -0.108
H -1.000 -0.877 1.251
H -0.988 -2.075 -0.127
H -0.578 -0.087 -1.561
H -0.729 1.247 0.931
H -1.048 1.900 -0.618

Best to worst by energy: <ii>, <i>.

<i>
25
Properties=species:S:1:pos:R:3 method="wB97M-V/def2-TZVPD" smiles="CC(C)=C1C[C@H]1c1cccnc1" spin_multiplicity=1 charge=0 orbital_gap_ev=9.60 homo_energy_ev=-8.77
C -1.711 0.763 -1.581
C -2.042 0.021 -0.371
C -3.397 -0.781 -0.203
C -1.139 0.112 0.665
C -0.867 -0.344 2.095
C 0.025 0.688 1.321
C 1.420 0.269 0.661
C 1.552 -0.625 -0.375
C 2.754 -0.918 -1.071
C 3.788 -0.128 -0.652
N 3.802 0.906 0.173
C 2.709 0.965 0.853
H -2.105 0.507 -2.508
H -0.586 0.871 -1.698
H -2.193 1.747 -1.286
H -4.356 -0.428 0.216
H -2.994 -1.633 0.416
H -3.869 -1.155 -1.130
H -1.364 0.043 2.982
H -0.329 -1.217 2.331
H 0.044 1.685 1.542
H 0.621 -1.135 -0.807
H 2.917 -1.790 -1.744
H 4.612 -0.258 -1.326
H 2.710 1.834 1.498

<ii>
25
Properties=species:S:1:pos:R:3 method="wB97M-V/def2-TZVPD" spin_multiplicity=1 charge=0 orbital_gap_ev=8.12 homo_energy_ev=-7.96
C 1.199 1.451 0.255
C 1.572 0.001 0.340
C 0.547 -0.716 1.107
C -0.755 -0.596 0.462
C -0.851 -1.001 -0.767
C -2.150 -0.829 -1.343
C -3.322 -0.419 -0.617
C -3.070 0.056 0.675
C -1.730 -0.082 1.204
C 2.578 -0.532 -0.317
C 3.701 -1.223 -0.426
H 0.646 3.160 -0.815
H -0.328 1.750 -1.314
H 0.569 1.706 1.210
H 2.042 2.125 0.649
H 0.979 -1.805 0.990
H 0.900 -0.401 2.181
H -0.027 -1.449 -1.333
H -2.304 -0.764 -2.468
H -4.315 -0.281 -1.275
H -3.953 0.452 1.237
H -1.469 0.275 2.217
H 4.762 -1.109 -1.287
H 4.181 -1.948 0.366
N 0.601 2.176 -0.932

Best to worst by energy: <i>, <ii>.

<i>
23
Properties=species:S:1:pos:R:3 method="wB97M-V/def2-TZVPD" spin_multiplicity=1 charge=0 orbital_gap_ev=9.64 homo_energy_ev=-8.86
C -1.142 0.398 0.990
C 1.144 1.304 -0.123
C -0.158 0.760 -0.626
C 0.383 -0.569 -0.041
C -2.367 0.928 1.624
C -0.809 1.180 -1.944
C 0.529 -1.922 -0.802
C 2.480 -0.224 1.424
N -0.483 -0.689 1.125
N 1.565 0.078 0.364
O 1.704 2.380 -0.097
H -3.131 0.267 1.413
H -2.589 1.907 1.098
H -2.176 1.212 2.602
H -1.967 1.368 -1.870
H -0.742 0.229 -2.616
H -0.298 2.028 -2.376
H -0.341 -2.576 -0.696
H 1.470 -2.506 -0.402
H 0.842 -1.774 -1.824
H 3.494 0.064 0.990
H 2.369 0.541 2.298
H 2.354 -1.273 1.629

<ii>
23
Properties=species:S:1:pos:R:3 method="wB97M-V/def2-TZVPD" smiles="CNC(C)=O.c1ccncc1" spin_multiplicity=1 charge=0 orbital_gap_ev=9.97 homo_energy_ev=-9.15
C -3.560 -1.382 -0.082
N -3.026 -0.070 0.457
C -1.913 0.437 -0.261
C -1.713 1.968 -0.081
O -1.047 -0.391 -0.639
H -2.657 -1.778 -0.839
H -3.592 -2.245 0.822
H -4.542 -1.084 -0.620
H -3.859 0.642 0.591
H -2.536 2.241 0.515
H -1.724 2.462 -1.038
H -0.711 2.201 0.372
C 3.643 0.250 0.771
C 3.670 0.423 -0.567
C 2.786 -0.300 -1.408
N 1.563 -0.889 -0.946
C 1.672 -1.090 0.401
C 2.565 -0.491 1.336
H 4.336 0.749 1.526
H 4.447 0.747 -1.113
H 2.780 -0.203 -2.422
H 0.765 -1.710 0.790
H 2.655 -0.486 2.434

<iii>
23
Properties=species:S:1:pos:R:3 method="wB97M-V/def2-TZVPD" spin_multiplicity=1 charge=0 orbital_gap_ev=8.09 homo_energy_ev=-7.86
C -0.780 3.570 -0.757
C 0.099 2.335 -0.594
C 0.281 0.431 0.990
C -0.243 -2.933 1.003
C -1.234 -2.498 0.017
C -0.972 -1.155 -0.523
C 0.335 -0.713 -0.474
C 1.194 -1.530 0.203
H -1.244 3.916 0.254
H -1.923 2.962 -1.444
H -0.085 4.506 -1.385
H -1.466 1.725 0.450
H 1.304 0.423 0.446
H 0.367 0.720 2.102
H -0.382 -0.443 1.064
H -0.525 -3.836 1.683
H -2.268 -2.829 0.154
H -1.817 -0.614 -1.127
H 0.654 0.193 -1.128
H 2.344 -1.410 0.095
N -0.498 1.536 0.299
N 0.977 -2.588 1.003
O 1.200 2.127 -1.182

Best to worst by energy: <ii>, <i>, <iii>.

<i>
23
Properties=species:S:1:pos:R:3 method="wB97M-V/def2-TZVPD" spin_multiplicity=1 charge=0 orbital_gap_ev=9.20 homo_energy_ev=-8.57
C -2.384 1.243 -0.467
C -0.911 1.038 -0.583
C -0.106 0.598 0.383
C -0.537 0.241 1.776
N 1.261 0.392 0.119
C 2.109 1.189 -0.607
C 3.313 0.549 -0.616
N 3.223 -0.623 0.070
C 1.996 -0.688 0.499
H -2.649 2.259 -0.753
H -2.737 1.054 0.540
H -2.904 0.566 -1.147
H -0.490 1.251 -1.557
H -1.039 -0.726 1.786
H 0.330 0.184 2.430
H -1.218 0.991 2.172
H 1.796 2.127 -1.017
H 4.236 0.854 -1.065
H 1.584 -1.504 1.057
C -1.219 -2.749 -0.756
O -0.902 -2.754 0.393
H -1.559 -3.654 -1.283
H -1.193 -1.837 -1.373

<ii>
23
Properties=species:S:1:pos:R:3 method="wB97M-V/def2-TZVPD" smiles="C=CC[N@+]1([O-])CC=N/C1=C/C" spin_multiplicity=1 charge=0 orbital_gap_ev=9.19 homo_energy_ev=-8.38
C 3.002 0.045 0.373
C 2.230 -0.495 -0.594
C 0.837 -0.028 -0.844
N -0.151 -0.419 0.300
O 0.275 0.222 1.497
C -0.251 -1.880 0.549
C -1.708 -2.042 0.276
N -2.324 -1.041 -0.128
C -1.485 0.029 -0.042
C -1.946 1.273 -0.136
C -1.218 2.570 -0.133
H 3.909 -0.654 0.435
H 2.856 0.874 1.051
H 2.637 -1.376 -1.230
H 0.373 -0.540 -1.813
H 0.864 1.085 -0.842
H 0.135 -2.043 1.642
H 0.355 -2.500 -0.164
H -2.228 -3.066 0.488
H -2.978 1.291 -0.308
H -1.905 3.288 0.186
H -0.877 2.786 -1.063
H -0.400 2.622 0.500

Best to worst by energy: <i>, <ii>.

<i>
8
Properties=species:S:1:pos:R:3 method="wB97M-V/def2-TZVPD" smiles="N#CN=C=N.Br" spin_multiplicity=1 charge=0 orbital_gap_ev=10.70 homo_energy_ev=-10.44
N -0.782 -3.636 -0.362
C -0.983 -2.591 0.065
N -1.049 -1.479 0.794
C -1.213 -0.285 0.596
N -1.144 0.911 0.509
H -0.511 1.568 0.861
Br 2.243 -0.213 -0.240
H 3.014 -0.053 -1.312

<ii>
8
Properties=species:S:1:pos:R:3 method="wB97M-V/def2-TZVPD" smiles="N#CN=C=N.Br" spin_multiplicity=1 charge=0 orbital_gap_ev=10.69 homo_energy_ev=-10.38
N -0.938 1.365 -0.871
C 0.037 1.138 -0.303
N 1.177 0.654 0.009
C 1.675 -0.378 0.385
N 2.343 -1.296 0.735
H 2.450 -2.171 0.216
Br -3.781 -0.275 -0.051
H -2.963 0.963 -0.120

Best to worst by energy: <ii>, <i>.

<i>
8
Properties=species:S:1:pos:R:3 method="wB97M-V/def2-TZVPD" smiles="O=C1C=NC=N1" spin_multiplicity=1 charge=0 orbital_gap_ev=8.98 homo_energy_ev=-10.43
O 2.004 0.043 -0.079
C 0.848 0.081 0.080
C -0.334 1.175 0.089
N -1.500 0.688 -0.151
C -1.201 -0.781 0.008
N 0.066 -1.238 0.011
H 0.079 2.311 0.290
H -1.946 -1.662 0.265

<ii>
8
Properties=species:S:1:pos:R:3 method="wB97M-V/def2-TZVPD" spin_multiplicity=1 charge=0 orbital_gap_ev="6.76 / 6.12" homo_energy_ev="-8.32 / -8.03"
C 0.521 -0.484 -0.112
C 1.255 0.778 0.140
C -1.903 -0.394 0.084
N -0.765 -0.773 0.098
N 0.731 1.891 -0.073
O -3.054 -0.318 -0.060
H 0.925 -1.414 -0.454
H 2.290 0.712 0.377

<iii>
8
Properties=species:S:1:pos:R:3 method="wB97M-V/def2-TZVPD" smiles="N#CC(O)=C=N" spin_multiplicity=1 charge=0 orbital_gap_ev=9.51 homo_energy_ev=-9.60
N -0.259 2.509 -0.937
C -0.241 1.510 -0.352
C -0.220 0.241 0.296
O -1.395 -0.224 0.846
C 0.794 -0.564 0.071
N 1.573 -1.398 -0.380
H -1.191 -0.660 1.684
H 0.939 -1.414 -1.226

Best to worst by energy: <i>, <iii>, <ii>.

<i>
17
Properties=species:S:1:pos:R:3 method="wB97M-V/def2-TZVPD" spin_multiplicity=1 charge=+1 orbital_gap_ev=9.32 homo_energy_ev=-14.04
C 0.636 -0.061 1.729
C 1.405 0.792 0.777
C 1.023 0.440 -0.682
C -0.412 0.545 -1.180
C -1.350 -0.603 -0.753
N -1.171 -1.370 0.237
S 1.308 -0.412 3.099
H 0.890 1.847 0.845
H 2.409 0.739 1.030
H 1.514 1.262 -1.234
H 1.503 -0.448 -0.966
H -0.753 1.541 -0.860
H -0.486 0.617 -2.343
H -2.206 -0.881 -1.360
H -0.563 -0.457 1.108
H 0.382 -1.161 3.858
H -1.881 -2.032 0.244

<ii>
17
Properties=species:S:1:pos:R:3 method="wB97M-V/def2-TZVPD" spin_multiplicity=1 charge=+1 orbital_gap_ev=8.56 homo_energy_ev=-12.48
C 1.681 0.379 -0.182
C 1.025 1.590 0.063
C -0.573 1.472 -0.078
C -0.879 -0.001 0.129
C 0.167 -0.890 -0.435
N 0.076 -2.248 0.183
S 3.161 -0.090 -0.168
H 1.379 2.015 1.048
H 1.473 2.237 -0.695
H -1.137 2.067 0.602
H -0.874 1.759 -1.082
H -0.925 -0.200 1.212
H -1.851 -0.138 -0.247
H 0.093 -1.123 -1.553
H 0.412 -2.130 1.173
H 0.698 -3.037 -0.154
H -0.878 -2.501 0.368

Best to worst by energy: <ii>, <i>.

<i>
22
Properties=species:S:1:pos:R:3 method="wB97M-V/def2-TZVPD" spin_multiplicity=1 charge=+1 orbital_gap_ev=8.79 homo_energy_ev=-11.79
N 0.529 -1.151 0.701
C 0.053 0.205 1.263
C -1.186 0.579 0.483
S -0.606 1.808 -0.752
S -1.938 2.893 -1.593
H 0.497 -1.116 -0.253
H -0.199 -1.875 1.012
H 1.442 -1.348 0.979
H 0.841 0.920 1.375
H -0.086 -0.039 2.349
H -1.676 -0.249 -0.059
H -2.080 0.916 1.017
H -2.626 2.103 -2.360
H 0.322 -4.541 2.048
H 1.660 -4.744 2.890
O 1.012 -4.088 2.509
H 3.835 -0.094 1.548
H 3.825 -1.579 1.546
O 3.335 -0.808 1.256
H 0.562 -2.870 -1.840
H 0.389 -1.812 -2.836
O 0.289 -2.044 -1.924

<ii>
22
Properties=species:S:1:pos:R:3 method="wB97M-V/def2-TZVPD" spin_multiplicity=1 charge=+1 orbital_gap_ev=9.51 homo_energy_ev=-12.44
N 0.321 0.481 0.014
C 0.255 -0.038 1.413
C 0.211 -1.589 1.536
S -1.550 -1.970 1.860
S -1.989 -3.923 2.022
H 0.225 -0.245 -0.710
H 1.231 0.916 -0.143
H -0.359 1.257 -0.127
H -0.625 0.360 1.897
H 1.144 0.220 1.979
H 0.543 -2.139 0.653
H 0.879 -1.795 2.365
H -2.300 -4.205 0.753
H 3.562 1.632 -2.771
H 2.957 2.694 -1.886
O 2.888 1.758 -2.078
H -1.043 3.208 1.080
H -1.963 2.886 -0.116
O -1.051 2.967 0.132
H -0.758 -0.802 -3.278
H -1.750 -0.971 -2.256
O -0.826 -0.703 -2.339

Best to worst by energy: <ii>, <i>.

<i>
36
Properties=species:S:1:pos:R:3 method="wB97M-V/def2-TZVPD" smiles="CC(C)C[C@H](NC(=O)[C@@H](N)CC(N)=O)C(=O)O" spin_multiplicity=1 charge=0 orbital_gap_ev=9.46 homo_energy_ev=-9.31
C 3.228 0.438 -1.070
C 3.071 -0.087 0.347
C 4.150 0.819 1.293
C 1.647 0.080 0.733
C 0.828 -0.476 -0.403
N -0.461 -0.046 0.025
C -1.124 1.065 -0.417
O -0.637 1.853 -1.104
C -2.560 1.244 0.296
N -2.976 2.580 0.173
C -3.463 0.204 -0.405
C -3.421 -1.134 0.308
N -4.278 -2.093 -0.332
O -2.924 -1.562 1.310
C 0.970 -1.977 -0.314
O 0.460 -2.628 0.698
O 1.781 -2.683 -1.092
H 2.147 1.105 -1.309
H 4.311 1.024 -1.257
H 2.884 -0.560 -1.673
H 3.336 -1.115 0.421
H 5.188 1.071 0.616
H 3.484 1.851 1.350
H 4.454 0.282 2.339
H 1.507 -0.332 1.736
H 1.394 1.057 1.108
H 0.871 0.059 -1.335
H -0.816 -0.609 0.780
H -2.403 0.786 1.284
H -3.061 3.036 1.347
H -2.083 3.100 -0.539
H -4.498 0.645 -0.578
H -3.163 -0.178 -1.478
H -5.127 -1.644 -0.972
H -4.621 -2.958 0.218
H 1.905 -2.215 -2.102

<ii>
36
Properties=species:S:1:pos:R:3 method="wB97M-V/def2-TZVPD" smiles="CC[C@H](C)[C@H](NC(=O)[C@@H](N)CC(N)=O)C(=O)O" spin_multiplicity=1 charge=0 orbital_gap_ev=10.00 homo_energy_ev=-9.74
C -1.546 2.802 -3.181
C -0.622 1.853 -2.431
C -1.491 1.022 -1.431
C -1.862 1.758 -0.078
C -0.910 -0.290 -1.006
N 0.475 0.092 -0.600
C 1.114 -0.017 0.602
O 2.139 0.574 0.983
C 0.448 -1.092 1.598
N 0.260 -2.503 1.124
C 1.193 -0.830 2.848
C 2.452 -1.679 2.987
N 3.643 -1.022 3.249
O 2.580 -2.802 2.600
C -1.108 -1.435 -1.867
O -1.726 -1.251 -2.827
O -0.706 -2.657 -1.355
H -2.230 3.218 -2.297
H -0.999 3.562 -3.901
H -2.239 2.190 -3.842
H 0.067 2.446 -1.886
H -0.097 1.136 -3.186
H -2.425 0.874 -2.179
H -0.943 1.975 0.656
H -2.370 2.635 -0.385
H -2.509 1.020 0.466
H -1.580 -0.446 -0.040
H 1.062 0.362 -1.457
H -0.608 -0.643 1.688
H -0.797 -2.802 1.437
H 0.934 -3.193 1.379
H 0.459 -1.070 3.748
H 1.678 0.358 2.695
H 4.544 -1.569 3.250
H 3.806 -0.057 3.108
H -0.086 -2.520 -0.468

Best to worst by energy: <ii>, <i>.

<i>
11
Properties=species:S:1:pos:R:3 method="wB97M-V/def2-TZVPD" spin_multiplicity=3 s_squared=2.015 charge=0 orbital_gap_ev="6.19 / 7.46" homo_energy_ev="-5.59 / -9.80"
C 1.091 -1.439 -0.708
C -2.086 -0.198 0.104
C 0.772 0.770 0.410
N 0.999 -0.320 -0.179
N -1.792 0.316 1.178
O -2.578 -0.826 -0.769
S 1.394 2.226 -0.122
H 0.527 -1.842 -1.548
H 1.939 -1.998 -0.397
H 0.530 2.911 0.525
H -0.797 0.398 1.506

<ii>
11
Properties=species:S:1:pos:R:3 method="wB97M-V/def2-TZVPD" spin_multiplicity=3 s_squared=2.027 charge=0 orbital_gap_ev="7.93 / 7.16" homo_energy_ev="-7.12 / -8.57"
C -0.006 1.777 0.281
C 0.579 -1.070 -0.266
C -0.167 0.379 -1.805
N -0.006 1.535 -1.031
N 0.173 -2.141 0.353
O -0.267 -0.760 -1.219
S -0.372 0.308 -3.434
H 0.314 2.764 0.476
H 0.127 2.420 -1.706
H 0.633 -2.752 1.109
H -0.604 -2.625 0.072

<iii>
11
Properties=species:S:1:pos:R:3 method="wB97M-V/def2-TZVPD" spin_multiplicity=3 s_squared=2.005 charge=0 orbital_gap_ev="7.72 / 8.17" homo_energy_ev="-6.96 / -10.32"
C -1.415 -1.067 0.679
C -1.599 1.277 0.579
C 1.471 1.556 -1.378
N -1.196 0.211 0.244
N -1.746 -1.224 1.868
O -1.797 2.379 0.745
S 1.778 0.825 -0.005
H -1.224 -1.741 -0.164
H 0.797 1.187 -2.192
H 1.786 2.657 -1.499
H -1.813 -2.136 2.136

Best to worst by energy: <iii>, <i>, <ii>.

<i>
22
Properties=species:S:1:pos:R:3 method="wB97M-V/def2-TZVPD" smiles=C[C@@H](O)[C@](O)(Cl)c1cccnc1 spin_multiplicity=1 charge=0 orbital_gap_ev=9.93 homo_energy_ev=-9.68
C -1.211 1.691 0.202
C -1.633 0.249 0.403
O -3.007 0.013 0.417
C -0.952 -0.618 -0.644
O -1.466 -0.463 -1.847
Cl -1.649 -2.430 -0.125
C 0.544 -0.619 -0.382
C 1.010 -0.994 0.899
C 2.348 -1.028 1.110
C 3.236 -0.941 0.004
N 2.700 -0.727 -1.222
C 1.474 -0.381 -1.349
H -1.702 1.885 -0.735
H -1.439 2.466 0.959
H -0.210 1.798 -0.019
H -1.282 -0.132 1.367
H -3.425 0.319 -0.474
H -0.879 -0.589 -2.598
H 0.289 -1.350 1.680
H 2.790 -1.164 2.163
H 4.281 -1.059 -0.008
H 1.188 -0.078 -2.385

<ii>
22
Properties=species:S:1:pos:R:3 method="wB97M-V/def2-TZVPD" smiles="C[C@H]1C=CC=C/C1=N/O.O=CCl" spin_multiplicity=1 charge=0 orbital_gap_ev=8.35 homo_energy_ev=-7.83
C 0.900 1.934 0.773
C 1.004 0.747 -0.409
C 2.295 0.087 -0.322
C 2.497 -1.166 0.119
C 1.319 -2.012 0.366
C 0.056 -1.607 0.073
C -0.154 -0.224 -0.304
N -1.413 0.015 -0.276
O -1.641 1.357 -0.535
H 1.847 2.557 0.774
H 0.860 1.215 1.635
H 0.103 2.498 0.545
H 0.910 1.313 -1.324
H 3.115 0.727 -0.611
H 3.534 -1.515 0.321
H 1.506 -3.049 0.596
H -0.773 -2.138 0.342
H -2.688 1.464 -0.214
O -3.557 -1.431 -0.718
C -4.532 -0.746 -0.694
Cl -5.443 -0.051 0.634
H -5.046 -0.560 -1.611

Best to worst by energy: <i>, <ii>.

<i>
18
Properties=species:S:1:pos:R:3 method="wB97M-V/def2-TZVPD" smiles="C=S(=C)(O)C[N+]#CC" spin_multiplicity=1 charge=+1 orbital_gap_ev="7.50 / 7.50" homo_energy_ev="-12.11 / -12.11"
C 2.510 0.006 1.143
S 1.305 -0.690 0.250
C 1.415 -0.627 -1.481
O 1.630 -2.224 0.719
C -0.707 -1.168 0.543
N -1.405 -0.065 0.166
C -1.897 0.963 -0.090
C -2.597 2.135 -0.651
H 2.632 -0.529 2.025
H 2.478 1.086 1.230
H 0.437 -1.180 -1.862
H 1.654 0.434 -1.724
H 2.492 -2.258 0.395
H -1.049 -1.850 -0.154
H -0.773 -1.379 1.629
H -3.730 1.991 -0.784
H -2.026 2.455 -1.471
H -2.371 2.899 0.115

<ii>
18
Properties=species:S:1:pos:R:3 method="wB97M-V/def2-TZVPD" smiles="C[NH2+]CC(=S)C(C)=O" spin_multiplicity=1 charge=+1 orbital_gap_ev=7.56 homo_energy_ev=-13.43
C -2.653 -0.711 0.032
N -1.268 -0.347 0.292
C -0.295 -1.225 -0.373
C 1.126 -0.450 -0.303
S 2.439 -1.391 -0.521
C 1.165 1.008 -0.058
C 2.500 1.632 0.250
O 0.133 1.677 -0.087
H -2.740 -1.656 0.449
H -3.367 -0.036 0.414
H -2.804 -0.827 -1.049
H -0.970 0.595 -0.227
H -1.189 -0.403 1.320
H -0.186 -2.097 0.277
H -0.409 -1.415 -1.410
H 3.187 0.916 0.501
H 2.255 2.376 1.006
H 3.077 2.354 -0.514

Best to worst by energy: <ii>, <i>.